Record 1
DFT (ωB97M-V/def2-TZVPD) results for CH4N2 in the gas phase.

E_LUMO = 1.13 eV
2S+1 = 1
ΔE to the lowest compared entry with this formula, charge and spin = 51.8 kcal per mole
orbital gap = 10.11 eV
SMILES string = [H]/N=C/N

Atoms and positions in Å:
H -1.96085 0.64237 -0.27149
N -1.33199 -0.07541 0.17455
C -0.12627 0.07510 -0.34710
N 1.04530 -0.00622 0.49586
H -0.04959 -0.05515 -1.48393
H 0.61834 -0.09238 1.38407
H 1.80505 -0.48831 0.04803

The net atomic charges from natural (NBO), expressed in e, are: H 0.357; N -0.783; C 0.294; N -0.829; H 0.155; H 0.410; H 0.396

***

Record 2
DFT (ωB97M-V/def2-TZVPD) results for 2 unconnected molecules or ions with the total composition C11H15N.

⟨S²⟩ = 0.773
total charge = +1
E_LUMO (spin up / spin down) = -3.72 / -6.94 eV
2S+1 = 2
ΔE to the lowest compared entry with this formula, charge and spin = 6.4 kcal per mole
orbital gap (spin up / spin down) = 9.29 / 6.59 eV

Atoms and positions in Å:
C 0.76081 1.74594 1.96398
C -0.11588 1.47336 3.19629
H 0.18864 2.22066 1.15852
H 1.57182 2.40449 2.24194
H 1.14144 0.81940 1.52717
H 0.49484 0.99662 3.95270
H -1.01513 0.89832 2.95166
H -0.61202 2.41106 3.45788
C 2.21319 0.69013 -1.14914
C -0.12530 -0.43181 -1.26392
C 1.29337 -0.45938 -1.15337
C -0.55861 -1.76920 -1.08386
C 1.65672 -1.83498 -1.11921
C -1.05641 0.62022 -1.20685
C -2.39197 0.30453 -1.08417
C -2.81186 -1.02959 -0.94655
C -1.87961 -2.07021 -0.85533
N 0.56418 -2.60383 -1.04556
H -0.69971 1.63384 -1.33442
H -3.03128 1.16791 -0.98272
H -3.86158 -1.18680 -0.74706
H 2.36045 1.09560 -2.15320
H 3.14839 0.34369 -0.71443
H 2.61171 -2.32971 -1.19284
H 0.52648 -3.58803 -1.28073
H -2.17890 -3.06086 -0.53717
H 1.80625 1.53865 -0.59962

The net atomic charges from natural (NBO), expressed in e, are: C -0.602; C -0.610; H 0.187; H 0.218; H 0.177; H 0.218; H 0.199; H 0.217; C -0.679; C -0.142; C 0.139; C 0.158; C 0.120; C -0.083; C -0.224; C -0.098; C -0.189; N -0.452; H 0.238; H 0.246; H 0.245; H 0.270; H 0.247; H 0.247; H 0.448; H 0.244; H 0.262

***

Record 3
DFT (ωB97M-V/def2-TZVPD) results for 2 unconnected molecules or ions with the total composition C5H10INO4.

E_LUMO = 0.46 eV
2S+1 = 1
ΔE to the lowest compared entry with this formula, charge and spin = 19.3 kcal per mole
orbital gap = 9.50 eV
SMILES string = CO[C@@H](I)OCCO.N=C=O

Atoms and positions in Å:
C -0.99662 1.93790 1.30180
O -0.96373 0.54085 0.96908
C -1.25187 -0.13118 -0.16260
I -3.24913 0.83413 -0.91328
O -0.42097 -0.10935 -1.21461
C 0.42529 -1.24067 -1.39500
C 1.32043 -1.63894 -0.12748
O 0.53979 -1.89712 0.99823
H -0.43863 2.08911 2.12700
H -2.08635 2.06505 1.55594
H -0.71800 2.58103 0.51030
H -1.61820 -1.17778 0.19186
H -0.14184 -2.13741 -1.49783
H 0.77963 -0.96357 -2.34597
H 2.18918 -0.88291 0.09348
H 1.84270 -2.56682 -0.29267
H 0.33105 -1.15955 1.65508
N -0.31988 3.24053 -1.34296
C -0.21332 2.41749 -2.17615
O -0.10849 1.60474 -2.97850
H -0.86265 4.03451 -1.03321

The net atomic charges from natural (NBO), expressed in e, are: C -0.248; O -0.583; C 0.424; I -0.182; O -0.550; C -0.097; C -0.082; O -0.746; H 0.188; H 0.193; H 0.205; H 0.213; H 0.174; H 0.222; H 0.164; H 0.191; H 0.504; N -0.817; C 0.887; O -0.507; H 0.448

***

Record 4
DFT (ωB97M-V/def2-TZVPD) results for 2 unconnected molecules or ions with the total composition C5H7NO2.

⟨S²⟩ = 2.008
E_LUMO (spin up / spin down) = 0.67 / -1.53 eV
2S+1 = 3
ΔE to the lowest compared entry with this formula, charge and spin = 21.9 kcal per mole
orbital gap (spin up / spin down) = 5.69 / 9.79 eV

Atoms and positions in Å:
C -2.26403 0.97047 1.31161
C -0.66409 -0.53182 -2.00785
C -0.00223 -1.16377 -1.06383
C 1.39723 -0.02412 0.53060
C 1.41101 -0.75024 -0.74919
N -2.37645 2.10188 1.61958
O -2.14760 -0.10008 0.90055
O -1.30393 0.07295 -2.73900
H -0.53070 -1.98927 -0.44579
H 2.46802 0.10836 0.82072
H 0.86624 -0.59225 1.28204
H 0.91238 0.90451 0.50512
H 1.97786 -1.68674 -0.62167
H 1.99970 -0.06245 -1.41258
H -1.74341 2.74257 2.06972

The net atomic charges from natural (NBO), expressed in e, are: C 0.862; C 0.356; C -0.092; C -0.591; C -0.471; N -0.772; O -0.518; O -0.425; H 0.165; H 0.213; H 0.205; H 0.200; H 0.212; H 0.226; H 0.430

***

Record 5
DFT (ωB97M-V/def2-TZVPD) results for a gas-phase ion, C4H10NO (charge +1).

total charge = +1
E_LUMO (spin up / spin down) = -7.57 / -7.57 eV
2S+1 = 1
ΔE to the lowest compared entry with this formula, charge and spin = 141.2 kcal per mole
orbital gap (spin up / spin down) = 8.23 / 8.23 eV

Atoms and positions in Å:
C 0.94924 0.46216 -0.54382
C 1.96079 -0.03522 0.49623
C -1.45530 0.78601 -0.89727
C -0.64858 -1.16795 0.36535
N -0.44897 0.07985 -0.21865
O 0.78184 -0.37578 -1.63215
H 1.18791 1.59126 -0.85405
H 2.33400 -0.93326 0.24972
H 1.71344 0.21730 1.47750
H 2.79721 0.51812 0.39736
H -2.47449 0.46293 -0.87497
H -1.37893 1.73379 -0.40755
H -1.33963 1.06557 -1.99994
H -1.51887 -1.07450 0.95202
H -1.25834 -1.81366 -0.24142
H 0.19682 -1.66166 0.65639

The net atomic charges from natural (NBO), expressed in e, are: C 0.228; C -0.684; C -0.480; C -0.451; N 0.035; O -0.301; H 0.235; H 0.247; H 0.246; H 0.256; H 0.265; H 0.257; H 0.317; H 0.285; H 0.280; H 0.267

***

Record 6
DFT (ωB97M-V/def2-TZVPD) results for C18H24N2O5Si in the gas phase.

E_LUMO = -1.48 eV
2S+1 = 1
orbital gap = 8.25 eV
SMILES string = [H]/N=C/CC1=C(ON=O)C(=O)C(CCO[Si](C)(C)C)=C(CCCC#C)C1=O

Atoms and positions in Å:
H -4.04701 2.24535 3.73521
N -4.41757 1.39897 3.30478
C -4.21897 1.42088 2.05858
C -4.65129 0.28970 1.15929
C -3.47929 -0.15779 0.32744
C -3.23970 0.29094 -0.90931
O -4.05258 1.18314 -1.53611
N -4.73737 0.59707 -2.77432
O -5.40408 -0.28533 -2.49226
C -2.03643 -0.14431 -1.67111
O -1.89347 0.18715 -2.82677
C -1.01330 -0.97864 -0.97839
C 0.25142 -1.17820 -1.76838
C 0.94798 0.17256 -2.04840
O 2.24312 0.21328 -1.46879
Si 2.65592 1.59080 -0.63699
C 1.63997 1.78845 0.93229
C 4.45354 1.46765 -0.16478
C 2.41075 3.14329 -1.65090
C -1.24824 -1.47982 0.24448
C -0.33017 -2.41069 0.99168
C 1.03776 -1.83367 1.41002
C 2.13820 -2.93381 1.41207
C 3.36677 -2.53124 0.71767
C 4.36875 -2.24355 0.12078
C -2.53319 -1.13611 0.94218
O -2.82306 -1.64327 2.00224
H -3.70336 2.24286 1.54609
H -5.42937 0.64533 0.48130
H -4.99593 -0.54262 1.76918
H -0.03056 -1.61077 -2.73084
H 0.92854 -1.85468 -1.25256
H 1.00026 0.33513 -3.12685
H 0.33449 0.99363 -1.65686
H 2.09395 1.22135 1.74707
H 1.56089 2.84260 1.20249
H 0.62929 1.39057 0.79346
H 4.69200 0.47343 0.21286
H 5.09655 1.67969 -1.02090
H 4.64968 2.20148 0.62040
H 2.65900 3.99361 -1.00790
H 3.02932 3.19101 -2.54724
H 1.36064 3.27551 -1.92788
H -0.18371 -3.31676 0.39620
H -0.86639 -2.72270 1.88719
H 1.35328 -1.03683 0.73963
H 0.96499 -1.46094 2.43173
H 2.42202 -3.19298 2.43421
H 1.77560 -3.84395 0.92910
H 5.27035 -1.93674 -0.35208

The net atomic charges from natural (NBO), expressed in e, are: H 0.337; N -0.591; C 0.147; C -0.515; C -0.112; C 0.266; O -0.481; N 0.463; O -0.184; C 0.458; O -0.508; C -0.030; C -0.465; C -0.045; O -0.881; Si 1.902; C -1.152; C -1.141; C -1.149; C -0.049; C -0.463; C -0.380; C -0.481; C -0.008; C -0.244; C 0.579; O -0.514; H 0.150; H 0.242; H 0.261; H 0.238; H 0.238; H 0.192; H 0.161; H 0.242; H 0.241; H 0.231; H 0.248; H 0.238; H 0.237; H 0.238; H 0.241; H 0.236; H 0.217; H 0.251; H 0.221; H 0.217; H 0.237; H 0.228; H 0.235

***

Record 7
DFT (ωB97M-V/def2-TZVPD) results for a molecular structure, C15H30NO18Tl.

total charge = +2
E_LUMO = -13.40 eV
2S+1 = 1
ΔE to the lowest compared entry with this formula, charge and spin = 37.6 kcal per mole
orbital gap = 2.13 eV

Atoms and positions in Å:
Tl -1.54788 3.30608 1.37918
N -1.65801 -0.05808 0.25121
O -1.59033 -1.19816 -0.21363
O -2.05465 0.14646 1.37932
O -1.54464 0.94485 -0.46901
C -0.11919 -4.01530 -0.22861
O 0.96732 -4.94331 -0.08693
C 1.97412 -4.62091 0.66374
O 2.05695 -3.72589 1.49794
O 2.98514 -5.39987 0.31978
C 4.17232 -5.33082 1.05853
H -0.70182 -4.38481 -1.07247
H 0.18527 -2.98570 -0.41661
H -0.70536 -4.04804 0.68978
H 3.92957 -5.18718 2.11140
H 4.77582 -4.46779 0.77735
H 4.63418 -6.31248 0.95304
C 1.93160 -0.52572 1.60347
O 2.66409 0.34076 0.78522
C 2.15446 1.52141 0.29722
O 1.18122 2.05195 0.74397
O 2.94577 1.88522 -0.72869
C 2.57956 2.90035 -1.67879
H 1.67610 -0.11675 2.58100
H 2.50011 -1.44260 1.75917
H 1.10554 -0.96801 1.04661
H 3.39652 3.52022 -2.04817
H 1.81310 3.56142 -1.27430
H 2.16673 2.38830 -2.54797
C 2.61896 1.33978 -7.05599
O 1.50930 1.13851 -6.22782
C 1.67071 0.92649 -4.85148
O 2.74889 0.90974 -4.26267
O 0.46343 0.86430 -4.38067
C 0.19789 0.40029 -3.10535
H 2.28105 1.30358 -8.09165
H 3.28512 0.49779 -6.86784
H 3.03653 2.27608 -6.68573
H 0.70760 -0.55110 -2.95320
H -0.85774 0.22933 -2.89438
H 0.60709 1.01348 -2.30245
C -5.63611 3.27377 -1.82546
O -6.06936 2.06686 -1.15655
C -5.23258 1.51300 -0.27081
O -4.34583 2.06887 0.28947
O -5.76761 0.28378 0.01405
C -5.10269 -0.53498 0.89491
H -5.31717 4.09080 -1.17827
H -6.47199 3.58830 -2.45033
H -4.86945 2.98349 -2.54385
H -5.77796 -1.30270 1.27269
H -4.64324 -0.05173 1.75716
H -4.24899 -1.05288 0.45779
C 1.16958 2.94783 5.18280
O 0.81583 1.61755 5.39899
C 0.12694 0.94191 4.49288
O -0.17401 1.32201 3.37031
O -0.17514 -0.29497 5.03242
C -0.59619 -1.40807 4.26240
H 2.08783 3.12717 5.74205
H 0.39389 3.64832 5.49217
H 1.45633 3.12512 4.14625
H -0.05891 -2.25357 4.69198
H -0.05199 -1.24092 3.33287
H -1.65362 -1.64284 4.14059

The net atomic charges from natural (NBO), expressed in e, are: Tl 0.966; N 0.697; O -0.239; O -0.203; O -0.268; C -0.260; O -0.440; C 0.994; O -0.568; O -0.441; C -0.268; H 0.225; H 0.182; H 0.201; H 0.198; H 0.198; H 0.225; C -0.269; O -0.433; C 1.015; O -0.641; O -0.454; C -0.261; H 0.214; H 0.250; H 0.179; H 0.235; H 0.190; H 0.205; C -0.255; O -0.424; C 0.979; O -0.581; O -0.440; C -0.255; H 0.229; H 0.218; H 0.212; H 0.214; H 0.218; H 0.185; C -0.268; O -0.461; C 1.004; O -0.657; O -0.427; C -0.262; H 0.201; H 0.229; H 0.190; H 0.230; H 0.200; H 0.179; C -0.266; O -0.453; C 1.014; O -0.675; O -0.475; C -0.254; H 0.227; H 0.201; H 0.186; H 0.222; H 0.179; H 0.207

***

Record 8
DFT (ωB97M-V/def2-TZVPD) results for a molecular structure, C34H24Cl2N6O4Zr.

E_LUMO = -0.95 eV
2S+1 = 1
ΔE to the lowest compared entry with this formula, charge and spin = 52.5 kcal per mole
orbital gap = 6.33 eV

Atoms and positions in Å:
Zr -0.00598 0.09334 -0.11061
Cl -2.12939 0.85346 6.50107
C -1.11331 0.85898 5.09737
C -1.39966 -0.03139 4.07072
C -0.61046 -0.05005 2.92754
N -0.80294 -0.87780 1.79740
C -1.55594 -1.96931 1.86549
O -2.23986 -2.39720 2.79569
C -1.58081 -2.92489 0.66123
C -1.51153 -4.28157 0.94485
C -1.61938 -5.21513 -0.06536
C -1.85425 -4.79696 -1.37067
C -1.94109 -3.45413 -1.62052
N -1.79690 -2.56362 -0.61687
C 0.47847 0.84262 2.81493
C 0.75636 1.71928 3.85413
C -0.04151 1.72689 4.99017
Cl 0.33098 2.84887 6.25483
N 1.18169 0.80214 1.59574
C 2.49912 1.11515 1.55658
O 3.21699 1.48331 2.47405
C 3.09765 0.96738 0.17717
C 4.42574 1.29320 -0.04612
C 4.92862 1.17021 -1.32955
C 4.09104 0.73308 -2.34510
C 2.77676 0.42657 -2.03702
N 2.29875 0.53798 -0.79897
H -2.22717 -0.71193 4.17402
H -1.37838 -4.56171 1.97821
H -1.53115 -6.26924 0.15954
H -1.95713 -5.49936 -2.18361
H -2.10877 -3.01830 -2.59291
H 1.58744 2.40068 3.78398
H 5.01762 1.63476 0.79045
H 5.96142 1.41685 -1.53886
H 4.44191 0.62792 -3.36188
H 2.08489 0.08168 -2.79621
O 0.04650 2.01468 -1.04754
C -0.09116 3.16677 -0.45464
C 0.78724 4.23287 -0.73629
C 0.65117 5.44144 -0.09356
C -0.38120 5.67125 0.82444
C -1.28318 4.66590 1.07372
C -1.14904 3.40907 0.46309
C -2.17643 2.42150 0.64007
N -2.06169 1.17963 0.33759
C -3.23278 0.32468 0.37426
C -3.13549 -0.58635 -0.84219
N -1.76903 -1.17087 -0.94640
C -1.02909 -0.77515 -2.16615
C 0.02048 -1.67916 -2.66675
C 0.23277 -1.95146 -4.01901
C 1.30786 -2.73099 -4.42799
C 2.17258 -3.27306 -3.48583
C 1.99066 -3.01238 -2.13412
C 0.93994 -2.19473 -1.72841
O 0.77457 -1.81197 -0.46270
H 1.58008 4.05921 -1.45244
H 1.35753 6.23474 -0.30628
H -0.47192 6.62865 1.31780
H -2.10726 4.82919 1.75945
H -3.13855 2.78689 1.01252
H -4.15959 0.90418 0.32175
H -3.25018 -0.25577 1.29881
H -3.31584 -0.01241 -1.75000
H -3.87021 -1.39117 -0.79087
H -1.70080 -0.39757 -2.93138
H -0.44813 -1.54165 -4.75774
H 1.46037 -2.92172 -5.48232
H 3.00441 -3.88729 -3.80655
H 2.67561 -3.38870 -1.38520

The net atomic charges from Löwdin, expressed in e, are: Zr 1.848; Cl 0.658; C -0.685; C -0.040; C -0.197; N -0.004; C -0.475; O 0.046; C -0.045; C 0.037; C -0.006; C -0.007; C 0.008; N 0.020; C -0.206; C -0.032; C -0.681; Cl 0.665; N -0.031; C -0.446; O 0.061; C -0.169; C 0.015; C -0.043; C -0.037; C -0.091; N 0.032; H 0.096; H 0.133; H 0.121; H 0.120; H 0.147; H 0.107; H 0.120; H 0.110; H 0.108; H 0.118; O -0.232; C -0.353; C -0.008; C -0.075; C -0.096; C -0.044; C -0.151; C -0.060; N -0.056; C -0.174; C -0.106; N -0.216; C -0.179; C -0.266; C -0.061; C -0.110; C -0.101; C -0.019; C -0.397; O -0.247; H 0.114; H 0.105; H 0.098; H 0.114; H 0.140; H 0.127; H 0.112; H 0.121; H 0.134; H 0.095; H 0.109; H 0.095; H 0.097; H 0.116

***

Look up the 2S+1 of the first one.
1